Entry 1:
ORCA calculation (ωB97M-V/def2-TZVPD) on the molecule C3H7N3O2 in a non-equilibrium geometry.

The geometry in XYZ format:
```
15
C3H7N3O2, DFT ωB97M-V/def2-TZVPD
O -0.78117 2.30923 0.33198
N -1.32242 1.09404 -0.23088
C -0.44061 0.12519 -0.35808
N -1.23950 -1.18731 -0.60324
O -1.22516 -1.80553 0.78352
N 0.94368 0.27257 -0.46666
C 1.96872 0.04860 0.76183
C 2.04218 -0.65280 -0.49287
H 0.23373 2.40804 0.12438
H -2.10518 -0.83460 -0.57314
H -0.72636 -2.59833 0.59970
H 2.90304 0.65178 1.06402
H 1.43421 -0.25626 1.57911
H 1.73542 -1.61368 -0.75305
H 2.48156 -0.16756 -1.32483
```

ΔE to the lowest compared entry with this formula, charge and spin in kcal per mole: 199.8
Gap between HOMO and LUMO in eV: 9.560
LUMO level in eV: 0.5
Energy in eV: -11782.6485
Maximum force in Eh/bohr: 0.125
Charge: 0
SMILES: O/N=C(/NO)N1CC1


Entry 2:
ORCA calculation (ωB97M-V/def2-TZVPD) on a cluster of 4 separate species, C3H4N4O2 in total in a non-equilibrium geometry.

The geometry in XYZ format:
```
13
C3H4N4O2, DFT ωB97M-V/def2-TZVPD
C 0.36755 -0.41732 -0.02461
C -1.50287 0.57777 -0.16414
C -1.79134 -0.83998 -0.05892
H 1.92656 1.17431 -0.40685
H 3.48652 0.36067 1.27783
H 1.64331 -1.69108 -0.95074
H -2.64238 2.46249 -0.04370
N 2.72863 0.04924 -0.04546
N 1.64515 -0.74536 0.27886
N -0.14890 0.78516 -0.11928
N -2.49692 1.25791 0.19002
O -2.64468 -1.58410 0.21407
O -0.57065 -1.38969 -0.14706
```

ΔE to the lowest compared entry with this formula, charge and spin in kcal per mole: 211.4
Gap between HOMO and LUMO in eV: 8.499
LUMO level in eV: -1.1
Energy in eV: -13221.7486
Maximum force in Eh/bohr: 0.126
Charge: 0


Entry 3:
ORCA calculation (ωB97M-V/def2-TZVPD) on a cluster of 3 separate species, C31H50N2O7P2 in total in a non-equilibrium geometry.

The geometry in XYZ format:
```
92
C31H50N2O7P2, DFT ωB97M-V/def2-TZVPD
C 6.40375 2.88312 1.23666
C 5.48487 1.73191 0.45011
C 4.65813 2.55219 -0.71711
C 5.27279 2.18370 -2.22239
C 3.99460 1.77325 -3.20501
C 3.83074 0.13733 -3.19318
C 2.50576 -0.19454 -2.25921
C 1.33732 -0.74292 -3.27835
C -0.10303 -0.15446 -2.76126
C -0.80557 -1.03630 -1.54987
C 0.08857 -2.22517 -0.78670
C -0.52819 -3.18240 0.42700
C -2.08867 -2.91853 0.86398
P -2.78608 -4.03509 2.27480
N -3.56376 -3.01062 3.55405
O -1.43576 -4.94465 2.98318
C -2.99139 -1.74369 0.10263
C -2.36161 -0.77446 -1.10511
C -3.36419 0.37895 -1.78244
O -3.13880 0.88289 -3.01030
C -4.73127 0.92243 -0.98639
C -5.49098 2.33037 -1.34194
C -4.50227 3.58684 -1.70402
C -3.75569 4.25485 -0.37115
N -3.20395 5.67219 -0.53915
O -3.64759 3.63122 0.80666
C -5.28293 0.00129 0.08500
P -6.89259 0.40850 1.09772
C -8.29787 0.50614 -0.24282
O -6.73903 1.92736 1.94133
C -4.58583 -1.46459 0.46634
O -5.39274 -2.39799 1.03377
H 5.68078 3.80882 1.37144
H 6.84525 2.47145 2.24050
H 7.28075 3.24650 0.53537
H 4.74373 1.17224 1.17641
H 6.22972 0.92557 0.04347
H 3.50929 2.31084 -0.62111
H 4.77043 3.71404 -0.60701
H 6.09525 1.34386 -2.18349
H 5.76894 3.14460 -2.68564
H 3.03340 2.35816 -2.85722
H 4.20694 2.11423 -4.31811
H 3.72177 -0.33462 -4.28041
H 4.78672 -0.39725 -2.72322
H 2.09134 0.74669 -1.68806
H 2.78760 -0.98880 -1.41401
H 1.31702 -1.92463 -3.35921
H 1.54388 -0.28173 -4.35442
H -0.08592 1.00417 -2.49135
H -0.85617 -0.23510 -3.68332
H 1.21453 -2.47460 -1.08804
H 0.11782 -4.02982 0.96551
H -2.89455 -3.04538 4.35392
H -3.53616 -2.03843 3.17107
H -0.81588 -4.30538 3.47485
H -6.23567 2.71403 -0.51127
H -6.15399 2.14081 -2.31659
H -3.72605 3.38367 -2.55480
H -5.21090 4.45631 -2.11323
H -3.53150 6.30611 0.22287
H -3.52967 6.11335 -1.42643
H -9.11847 -0.31235 0.00187
H -7.82982 0.17656 -1.29025
H -8.75212 1.59144 -0.34116
H -7.67472 2.10456 2.30614
C 6.44698 -3.95872 -4.29197
C 6.15237 -4.78514 -3.06682
C 6.50621 -3.83004 -1.94779
O 6.24752 -2.50561 -2.43370
C 6.02574 -2.57464 -3.84907
H 5.92106 -4.29804 -5.18793
H 7.52359 -3.97329 -4.49941
H 5.08311 -5.02465 -3.02948
H 6.71431 -5.72149 -3.02226
H 7.56990 -3.89120 -1.69443
H 5.92073 -4.01065 -1.04167
H 4.95781 -2.40889 -4.02818
H 6.59051 -1.78349 -4.34987
C -3.42632 1.14406 6.72755
C -2.35062 0.47644 7.54479
C -2.10838 -0.79929 6.76796
O -2.37974 -0.50564 5.39054
C -3.02896 0.77115 5.31606
H -3.48859 2.22429 6.88154
H -4.40194 0.70583 6.96936
H -1.44477 1.09408 7.54067
H -2.63634 0.29539 8.58407
H -2.79509 -1.59246 7.08210
H -1.08258 -1.16467 6.87133
H -2.31007 1.48774 4.90408
H -3.88673 0.70988 4.64067
```

ΔE to the lowest compared entry with this formula, charge and spin in kcal per mole: 433.2
Gap between HOMO and LUMO in eV: 6.162
LUMO level in eV: -1.7
Energy in eV: -68828.6888
Maximum force in Eh/bohr: 0.166
Charge: 0
SMILES: CCCCCCCCCc1ccc(P(N)O)c2c1C(=O)C(CCC(N)=O)=C(P(C)O)C2=O.C1CCOC1.C1CCOC1


Entry 4:
ORCA calculation (ωB97M-V/def2-TZVPD) on the molecule C2H3NOS2 in a non-equilibrium geometry.

The geometry in XYZ format:
```
9
C2H3NOS2, DFT ωB97M-V/def2-TZVPD
O -1.48108 1.32777 -1.70556
C -0.45671 0.44304 -1.31042
N -0.30311 -0.42130 -0.16148
S -1.56382 -0.75086 0.87129
C 0.94185 -0.13512 0.41352
S 1.28857 -0.60392 1.94852
H 0.59748 0.53777 -1.67682
H -0.75975 -0.64165 2.03389
H 1.73658 0.24427 -0.41293
```

ΔE to the lowest compared entry with this formula, charge and spin in kcal per mole: 81.6
Gap between HOMO and LUMO in eV: 8.514
LUMO level in eV: -0.9
Energy in eV: -27327.2400
Maximum force in Eh/bohr: 0.194
Charge: 0
SMILES: O=CN(S)C=S


Entry 5:
ORCA calculation (ωB97M-V/def2-TZVPD) on a structure of composition C11H26N4O2P2Pd in a non-equilibrium geometry.

The geometry in XYZ format:
```
46
C11H26N4O2P2Pd, DFT ωB97M-V/def2-TZVPD
Pd 0.25389 -0.03672 0.05361
P 0.91062 2.14064 0.00716
P 1.90726 -1.55935 0.43767
N -1.47738 0.75428 -0.82979
N -0.77279 -1.66675 -0.73075
H -3.19550 0.24067 -1.92764
H -2.82150 -2.24964 -0.77731
H -3.27016 -0.05334 -0.14511
C -2.63356 -0.10337 -1.04281
H -2.12266 -1.73073 -2.34701
C -2.13574 -1.52283 -1.25424
H -1.94381 2.00934 -2.47318
H -0.79180 -3.73527 -1.00156
C -1.16460 1.68286 -1.75947
C -0.20653 -2.86639 -0.65117
H -0.94203 3.50403 -0.66627
C -0.26581 2.81054 -1.22131
H 0.26548 3.38827 -1.99225
H 3.08424 -1.39894 -0.32718
H 2.28885 -1.82912 1.77719
H 2.18879 2.58045 -0.41231
H 0.63871 2.83652 1.21239
O 1.45512 0.39346 -1.76222
C 0.73100 0.47788 -2.96051
C 1.20892 1.52928 -3.96217
C 0.93905 -0.93534 -3.54787
H -0.42123 1.02755 -2.59946
H 0.78004 2.49616 -3.69562
H 2.29926 1.57957 -3.93531
H 0.88283 1.25795 -4.97527
H 0.61133 -1.73539 -2.88376
H 0.60367 -1.12629 -4.57389
H 2.02966 -1.01810 -3.54949
C 1.08588 -3.01716 -0.14630
H 1.52877 -4.00308 -0.10720
C -2.82768 -0.73394 4.09473
N -1.45516 -0.27404 4.17957
C -0.65875 -0.06794 3.11259
N 0.60281 0.38151 3.38976
O -1.08248 -0.28559 1.93681
H -3.09939 -0.86191 3.04155
H -3.50108 -0.00356 4.56018
H -2.94241 -1.68969 4.62117
H -1.06144 -0.09599 5.09542
H 1.24430 0.57819 2.63150
H 0.86864 0.52282 4.35267
```

ΔE to the lowest compared entry with this formula, charge and spin in kcal per mole: 27.7
Gap between HOMO and LUMO (alpha / beta) in eV: 6.640 / 6.190
LUMO level (alpha / beta) in eV: -2.5 / -4.8
Energy in eV: -43930.8730
Maximum force in Eh/bohr: 0.058
Charge: +1
2S+1: 4


Entry 6:
ORCA calculation (ωB97M-V/def2-TZVPD) on the molecule C2H3IO in a non-equilibrium geometry.

The geometry in XYZ format:
```
7
C2H3IO, DFT ωB97M-V/def2-TZVPD
O 1.75911 -0.84172 0.21805
C 0.68800 -0.69991 -0.26147
C -0.36343 0.53045 0.24096
I -2.42420 0.13933 -0.08638
H 0.45240 -1.35601 -1.21247
H 0.00459 0.68198 1.20584
H -0.11647 1.54589 -0.10452
```

ΔE to the lowest compared entry with this formula, charge and spin in kcal per mole: 24.0
Gap between HOMO and LUMO in eV: 10.020
LUMO level in eV: 0.3
Energy in eV: -12269.3565
Maximum force in Eh/bohr: 0.059
Charge: 0
SMILES: O=CCI